# C4H11KNO

C4H11KNO as an isolated structure (ωB97M-V with the def2-TZVPD basis set, OMol25).

Its LUMO energy is -3.873 eV. As for the energy above the lowest of the compared OMol25 structures with the same formula, charge and spin: 0.0 kcal/mol. As for the spin multiplicity: 1. The total charge is +1. The orbital gap is 8.983 eV.

Geometry as XYZ:
```
18
Properties=species:S:1:pos:R:3:forces:R:3:lowdin_charge:R:1
K 0.93824 2.16201 -3.60754 -0.0650 -0.1783 0.1298 0.923
C -1.27322 1.68150 -0.33901 0.0659 0.1956 -0.2569 -0.057
C -0.07732 0.75410 -0.37077 0.0762 0.0511 -0.6258 -0.438
C -0.21500 -0.34073 0.66036 0.0014 -0.1646 0.3419 -0.219
O 0.81421 -1.28079 0.45650 0.1690 0.1194 0.0632 -0.204
C 1.16190 -2.00488 1.62601 0.1277 -0.0195 0.0675 -0.083
N 0.10566 0.17967 -1.74377 -0.2248 -0.3317 0.4881 -0.033
H -1.51075 1.95923 0.68612 -0.1282 0.0114 -0.0011 0.092
H -2.13910 1.21079 -0.80682 -0.1063 -0.0467 0.1770 0.089
H -1.07755 2.60802 -0.88819 -0.0013 -0.0344 0.0452 0.070
H 0.82523 1.33313 -0.16034 0.0936 -0.1145 0.1428 0.139
H -1.19504 -0.83461 0.58123 -0.0193 0.0535 -0.0474 0.143
H -0.15512 0.10359 1.66277 0.0387 -0.0458 -0.0390 0.135
H 0.30897 -2.56598 2.01602 -0.0026 -0.0051 -0.0064 0.095
H 1.54707 -1.33732 2.40534 -0.1356 0.0294 -0.0464 0.094
H 1.95995 -2.69333 1.36005 -0.0789 -0.0532 -0.0812 0.092
H -0.76340 -0.32613 -1.93830 0.0140 0.2633 -0.1907 0.086
H 0.74528 -0.60828 -1.59964 0.1755 0.2700 -0.1605 0.074
```
Positions in Å, forces in eV/Å.

=====

# C4H11KO2

C4H11KO2 as an isolated structure (ωB97M-V with the def2-TZVPD basis set, OMol25).

Its LUMO energy is -1.703 eV. As for the spin multiplicity: 1. The total charge is 0. The orbital gap is 3.436 eV.

Geometry as XYZ:
```
18
Properties=species:S:1:pos:R:3:forces:R:3:lowdin_charge:R:1
K 16.10180 -9.96976 -0.02610 -0.1453 0.6128 0.5000 0.872
C 14.30267 -7.62749 4.76379 0.3190 1.1669 -0.1999 -0.137
C 14.49734 -6.37856 3.83998 1.9948 -0.4535 -2.8819 -0.473
O 14.97621 -6.55322 2.45067 -1.0629 -1.0630 1.6263 -0.504
H 13.28012 -7.96770 4.60020 0.1404 -0.4857 0.2234 0.047
H 14.45405 -7.30932 5.79526 -0.6149 0.2953 0.3169 0.041
H 15.04613 -8.42372 4.72665 -0.0047 -0.1106 -0.9157 0.039
H 15.28306 -5.69204 4.15533 -0.0699 0.0424 1.2575 0.058
H 13.55907 -5.82387 3.83265 -0.3746 0.0422 0.1183 0.062
C 21.05489 -5.47167 1.79090 -0.6962 -0.8781 2.3677 -0.075
C 20.74784 -6.69694 2.74571 -0.6191 0.0049 -2.0570 -0.279
O 19.57176 -7.36576 2.22617 0.6524 -0.5637 0.1136 -0.123
H 20.35456 -4.74634 2.20507 0.2513 0.6650 -0.5705 0.064
H 20.80029 -5.68462 0.75267 0.2808 -0.1639 0.2008 0.068
H 22.08758 -5.17167 1.96879 -0.0785 0.3019 -0.3591 0.062
H 20.58425 -6.45901 3.79677 0.1948 0.4221 -0.0839 0.105
H 21.56806 -7.41131 2.67477 -0.1787 -0.2082 0.0770 0.095
H 18.75074 -6.91850 2.44408 0.0115 0.3730 0.2662 0.076
```
Positions in Å, forces in eV/Å.

=====

# C4H11N2

An isolated ion of composition C4H11N2 and charge +1 (ωB97M-V with the def2-TZVPD basis set, OMol25).

Its SMILES is C=[NH+]CCCN. Its LUMO energy is -4.279 eV. As for the energy above the lowest of the compared OMol25 structures with the same formula, charge and spin: 43.0 kcal/mol. As for the spin multiplicity: 1. The total charge is +1. The orbital gap is 9.808 eV.

Geometry as XYZ:
```
17
Properties=species:S:1:pos:R:3:forces:R:3:lowdin_charge:R:1
C 1.08570 0.64758 -1.32700 -1.7194 0.4623 2.1161 -0.180
C 1.18534 0.40312 0.25606 0.3709 -0.9663 -1.6811 -0.124
C 0.46423 -0.92638 0.68664 -1.2600 -0.6293 -0.8982 -0.115
C -1.69804 -0.54047 1.82087 -0.6707 0.0483 0.2816 0.152
N -0.96387 -0.57311 0.80019 0.3217 1.8124 -1.3052 -0.016
N -0.38989 0.63345 -1.64795 -0.0699 -1.6846 -0.3222 -0.024
H 1.60737 -0.17170 -1.80661 -0.1137 0.1473 -0.5167 0.113
H 1.46244 1.63812 -1.57513 0.5584 -0.2868 0.0198 0.113
H 2.24790 0.35381 0.51620 -0.3276 0.2470 0.2990 0.119
H 0.65659 1.25132 0.65954 0.2361 0.2449 0.8058 0.103
H 0.39301 -1.68256 -0.13670 0.8176 0.5539 0.4810 0.146
H 0.65801 -1.47529 1.60550 1.0156 0.3989 0.0627 0.125
H -1.40254 -0.97653 2.77060 0.2465 -0.0492 -0.1146 0.122
H -2.67291 -0.05551 1.76902 0.1340 -0.2151 -0.1243 0.123
H -0.53385 0.03740 -2.46345 -0.1880 0.2816 0.2485 0.095
H -1.13837 -0.02718 -0.13579 -0.4023 -0.6830 0.6386 0.146
H -0.96110 1.46394 -1.79199 1.0509 0.3178 0.0092 0.100
```
Positions in Å, forces in eV/Å.

=====

# C4H11N2

An isolated ion of composition C4H11N2 and charge +1 (ωB97M-V with the def2-TZVPD basis set, OMol25).

Its SMILES is C=C(N)CC[NH3+]. Its LUMO energy is -3.147 eV. As for the energy above the lowest of the compared OMol25 structures with the same formula, charge and spin: 22.9 kcal/mol. As for the spin multiplicity: 1. The total charge is +1. The orbital gap is 10.536 eV.

Geometry as XYZ:
```
17
Properties=species:S:1:pos:R:3:forces:R:3:lowdin_charge:R:1
C -1.39633 0.67925 -0.39174 0.5142 0.5333 -0.6164 -0.148
C -0.51483 -0.45980 -0.89518 -0.2915 0.0927 0.5264 -0.135
C 0.87182 -0.38710 -0.33073 0.3759 0.0550 -0.1044 -0.370
C 1.95946 -0.31434 -1.08313 -0.3920 0.1460 -0.0797 0.101
N 0.92010 -0.28644 1.12209 0.5211 -0.1238 -0.0792 0.059
N -1.44498 0.69335 1.08983 -0.7331 0.0590 0.6257 0.143
H -0.91755 1.61534 -0.70487 -0.2857 -0.0742 0.1433 0.142
H -2.39166 0.63369 -0.82400 -0.0845 0.0243 0.1522 0.133
H -0.99260 -1.40858 -0.65347 -0.0166 -0.2394 -0.1327 0.130
H -0.47824 -0.32030 -1.96410 0.0388 -0.3559 -0.3722 0.125
H 2.94802 -0.18436 -0.66567 0.0505 -0.1351 -0.0205 0.080
H 1.84109 -0.34900 -2.15998 0.2194 0.0484 0.0711 0.082
H 1.72876 0.26587 1.38156 0.1111 -0.0207 0.1432 0.116
H 1.04479 -1.19977 1.55058 -0.0630 -0.0643 -0.0059 0.127
H -0.47037 0.34335 1.40724 0.2644 -0.2158 -0.0177 0.082
H -1.57718 1.61639 1.49225 -0.2848 0.1516 -0.1277 0.163
H -2.16210 0.07297 1.47208 0.0557 0.1189 -0.1055 0.169
```
Positions in Å, forces in eV/Å.

=====

# C4H11N2

A 2-piece molecular cluster, C4H11N2 overall (ωB97M-V with the def2-TZVPD basis set, OMol25).

Its LUMO energy is -3.577 eV. As for the energy above the lowest of the compared OMol25 structures with the same formula, charge and spin: 65.5 kcal/mol. As for the spin multiplicity: 1. The total charge is +1. The orbital gap is 10.701 eV.

Geometry as XYZ:
```
17
Properties=species:S:1:pos:R:3:forces:R:3:lowdin_charge:R:1
C -0.00191 0.55417 -1.11406 3.4244 -3.5656 2.0423 -0.218
C 1.08260 0.18029 1.62177 -1.0254 1.8702 -1.2614 -0.074
C -0.97738 -1.14924 0.80015 0.8905 -2.9606 0.5969 -0.104
C 0.44962 -0.71979 0.60843 -1.8399 2.9814 -1.1771 -0.155
N 0.72937 0.40570 -2.19567 -2.1524 1.4090 -2.0582 0.165
N -1.10004 1.20128 -0.98649 0.5954 0.3177 -1.8106 0.203
H 0.46770 1.13127 1.51402 1.3541 -0.6413 0.4436 0.109
H 2.12644 0.26451 1.38192 0.3988 0.7767 -0.3348 0.081
H 1.10379 -0.01607 2.66823 -0.7102 -1.0522 0.7969 0.085
H -1.37989 -1.61938 -0.12009 0.1177 0.3308 0.6066 0.096
H -1.73363 -0.50155 1.27074 0.7715 0.1306 -0.1638 0.094
H -0.78472 -2.02870 1.52396 -0.8236 1.0584 -0.7421 0.133
H 1.18177 -1.34293 0.15267 -0.1632 -0.9486 -0.6480 0.106
H 1.51716 -0.19705 -2.37492 -0.0503 -0.0800 0.7936 0.126
H 0.27510 0.75198 -3.07719 0.9839 -0.3100 0.8699 0.153
H -1.43115 1.21252 -0.10033 -1.5261 0.0672 3.2728 0.065
H -1.52483 1.87297 -1.57313 -0.2453 0.6163 -1.2268 0.137
```
Positions in Å, forces in eV/Å.

=====

# C4H11N2

An isolated ion of composition C4H11N2 and charge +1 (ωB97M-V with the def2-TZVPD basis set, OMol25).

Its SMILES is CCC/[NH+]=C\N. Its LUMO energy is -4.659 eV. As for the energy above the lowest of the compared OMol25 structures with the same formula, charge and spin: 52.4 kcal/mol. As for the spin multiplicity: 1. The total charge is +1. The orbital gap is 10.169 eV.

Geometry as XYZ:
```
17
Properties=species:S:1:pos:R:3:forces:R:3:lowdin_charge:R:1
C -2.46889 -0.62572 -0.07657 0.1025 -0.1150 1.3252 -0.110
C -1.06070 -1.21933 -0.03900 1.8975 0.6903 -1.5281 -0.193
C 0.08478 -0.25590 0.65719 -1.4030 -1.0749 -1.5290 -0.101
N 2.04135 1.94739 0.09823 0.9680 3.3975 0.5165 0.105
C 1.94361 0.86868 -0.70492 0.7200 0.1338 5.2274 -0.083
N 1.36655 -0.20686 -0.12406 -0.2699 -0.8055 -3.2881 0.044
H -2.59086 0.34801 -0.54923 0.3266 0.0593 0.1894 0.081
H -2.97935 -0.66891 0.90436 0.6392 0.5951 -0.1125 0.091
H -3.09992 -1.29230 -0.59399 -0.5773 -0.8922 -1.1521 0.058
H -1.06194 -2.24471 0.29817 -0.0186 -0.0592 1.1618 0.096
H -0.71084 -1.47166 -1.09227 -0.3280 1.0304 0.8186 0.116
H -0.38978 0.71187 0.70077 0.2487 0.5347 -0.1946 0.101
H 0.29471 -0.53922 1.65725 0.3164 -0.4905 0.8666 0.107
H 2.97537 2.55450 0.13063 -3.0303 -1.6197 -0.8803 0.197
H 1.33783 2.30555 0.83150 1.4669 -1.5007 -1.5742 0.164
H 2.69641 0.88211 -1.48265 -0.2476 -0.8506 -0.2748 0.155
H 1.62169 -1.09349 -0.61540 -0.8113 0.9673 0.4281 0.172
```
Positions in Å, forces in eV/Å.

=====

# C4H11N2

An isolated ion of composition C4H11N2 and charge +1 (ωB97M-V with the def2-TZVPD basis set, OMol25).

Its SMILES is [H]/N=[N+](/C)C(C)C. Its LUMO energy is -5.392 eV. As for the energy above the lowest of the compared OMol25 structures with the same formula, charge and spin: 87.9 kcal/mol. As for the spin multiplicity: 1. The total charge is +1. The orbital gap is 10.842 eV.

Geometry as XYZ:
```
17
Properties=species:S:1:pos:R:3:forces:R:3:lowdin_charge:R:1
C 0.46110 -0.10164 0.30360 -0.7131 0.9061 -3.2749 -0.268
C 0.89559 1.18389 0.90103 0.3185 1.9311 -1.8902 -0.057
C 1.09040 -0.32636 -1.07902 1.2394 -0.2370 -0.0264 -0.075
C -1.94489 -0.37668 1.01471 -2.6001 -0.2310 2.6561 -0.039
N -1.82095 0.51266 -1.07487 2.0573 0.9804 0.4727 0.277
N -1.21403 0.13628 -0.06635 0.6872 -0.2474 -1.1830 -0.171
H 0.46119 -0.99599 0.88672 -0.3490 -0.3875 0.5701 0.130
H 0.34191 2.01469 0.33423 0.8268 -0.9475 0.9624 0.126
H 1.96896 1.38196 0.66184 -0.7355 -0.3780 0.3514 0.118
H 0.73520 1.29764 1.93494 -0.2448 0.0913 1.2548 0.070
H 2.22155 -0.60099 -0.93859 -2.1203 0.5230 -0.1618 0.137
H 0.60314 -1.21481 -1.60834 0.6637 1.5262 0.3858 0.110
H 1.08616 0.69035 -1.61782 -0.0899 -1.7781 0.3018 0.106
H -3.11618 -0.16556 1.07980 2.8367 0.0467 -0.3677 0.171
H -1.84385 -1.44008 0.96443 -0.0451 -0.9932 -0.1823 0.103
H -1.34705 -0.14852 1.93757 -1.0676 0.2453 -0.6142 0.122
H -1.14212 0.95405 -1.77745 -0.6642 -1.0504 0.7455 0.142
```
Positions in Å, forces in eV/Å.